A cluster of 15 separate species, C60H165N15O15 in total at a distorted geometry, computed with ωB97M-V/def2-TZVPD.

Cartesian coordinates (Å):
C: 1.56 2.62 -5.77
C: 0.67 3.62 -6.53
C: 1.34 4.34 -7.60
O: 2.40 5.12 -7.05
C: 3.41 5.61 -8.01
N: -0.33 2.80 -7.27
H: 1.30 2.44 -4.73
H: 2.55 3.06 -5.60
H: 1.78 1.65 -6.21
H: 0.13 4.17 -5.77
H: 0.66 4.99 -8.14
H: 1.73 3.59 -8.29
H: 3.21 5.06 -8.94
H: 4.36 5.30 -7.58
H: 3.25 6.68 -8.06
H: -1.03 3.29 -7.82
H: -0.82 2.11 -6.72
C: 1.63 9.14 -6.23
C: 2.56 8.24 -5.39
C: 3.05 8.86 -4.05
O: 4.11 9.81 -4.21
C: 5.50 9.34 -4.37
N: 1.77 6.98 -5.19
H: 1.42 8.77 -7.24
H: 2.22 10.02 -6.50
H: 0.73 9.48 -5.73
H: 3.49 7.94 -5.88
H: 3.53 8.12 -3.41
H: 2.16 9.16 -3.49
H: 5.49 8.64 -5.20
H: 6.00 8.88 -3.52
H: 6.20 10.15 -4.59
H: 1.86 6.67 -4.23
H: 2.05 6.31 -5.88
C: -7.30 -4.52 5.63
C: -6.22 -5.25 4.71
C: -4.95 -4.31 4.54
O: -4.03 -5.16 3.83
C: -2.78 -4.52 3.69
N: -5.73 -6.46 5.35
H: -7.24 -4.93 6.63
H: -8.27 -4.81 5.23
H: -7.36 -3.44 5.55
H: -6.57 -5.50 3.71
H: -4.52 -4.15 5.53
H: -5.05 -3.37 4.01
H: -2.36 -4.39 4.69
H: -2.90 -3.57 3.16
H: -2.34 -5.18 2.94
H: -4.86 -6.50 4.85
H: -5.33 -6.11 6.21
C: 2.07 0.03 6.20
C: 1.69 0.33 4.73
C: 0.77 1.67 4.74
O: -0.27 1.86 5.80
C: -0.97 3.06 5.78
N: 2.86 0.53 3.95
H: 2.61 0.89 6.60
H: 2.78 -0.79 6.32
H: 1.19 -0.14 6.81
H: 1.10 -0.55 4.49
H: 0.22 1.85 3.82
H: 1.54 2.44 4.78
H: -1.10 3.45 4.77
H: -0.38 3.82 6.30
H: -1.90 3.10 6.33
H: 2.86 0.18 3.01
H: 3.52 -0.13 4.34
C: -5.29 -3.86 0.14
C: -6.73 -3.92 0.48
C: -7.38 -5.31 0.25
O: -8.74 -5.68 0.76
C: -9.83 -5.17 -0.04
N: -6.95 -3.57 1.82
H: -4.87 -2.86 0.24
H: -5.23 -4.07 -0.93
H: -4.61 -4.64 0.50
H: -7.32 -3.30 -0.19
H: -6.74 -6.11 0.59
H: -7.42 -5.43 -0.84
H: -9.83 -5.55 -1.06
H: -9.82 -4.08 0.06
H: -10.77 -5.58 0.32
H: -6.26 -4.04 2.38
H: -7.70 -4.14 2.17
C: -3.37 2.17 -2.27
C: -4.57 2.39 -1.28
C: -4.04 2.20 0.12
O: -4.08 0.81 0.52
C: -3.83 0.55 1.85
N: -4.88 3.86 -1.49
H: -2.89 1.23 -2.01
H: -2.64 2.95 -2.08
H: -3.57 2.18 -3.34
H: -5.39 1.69 -1.43
H: -4.70 2.74 0.80
H: -2.99 2.46 0.24
H: -4.25 1.31 2.51
H: -2.81 0.47 2.23
H: -4.36 -0.38 2.05
H: -4.94 4.04 -2.48
H: -5.74 4.25 -1.12
C: -1.91 -0.01 -4.96
C: -1.63 -1.42 -5.60
C: -0.47 -1.54 -6.49
O: 0.73 -1.46 -5.69
C: 1.82 -1.80 -6.57
N: -1.50 -2.46 -4.62
H: -2.88 0.02 -4.45
H: -2.08 0.71 -5.76
H: -1.07 0.35 -4.37
H: -2.46 -1.65 -6.27
H: -0.36 -0.65 -7.11
H: -0.66 -2.39 -7.14
H: 2.11 -0.86 -7.03
H: 1.76 -2.64 -7.26
H: 2.75 -2.00 -6.03
H: -0.53 -2.30 -4.38
H: -1.41 -3.38 -5.05
C: -6.26 -1.77 9.34
C: -5.16 -2.84 9.27
C: -3.98 -2.38 8.32
O: -3.17 -1.29 8.83
C: -2.19 -0.86 7.88
N: -4.63 -3.05 10.57
H: -7.11 -2.05 9.97
H: -6.88 -1.55 8.47
H: -5.76 -0.82 9.56
H: -5.47 -3.82 8.91
H: -4.34 -2.11 7.33
H: -3.27 -3.21 8.27
H: -1.42 -1.59 7.64
H: -1.61 -0.01 8.24
H: -2.59 -0.57 6.91
H: -3.63 -3.07 10.40
H: -4.82 -2.26 11.17
C: -2.33 5.06 -4.21
C: -1.77 6.48 -4.41
C: -0.89 7.09 -3.22
O: 0.12 6.23 -2.74
C: 0.24 6.40 -1.32
N: -1.05 6.55 -5.69
H: -3.15 5.19 -3.50
H: -1.56 4.36 -3.88
H: -2.89 4.78 -5.09
H: -2.61 7.16 -4.60
H: -1.51 7.60 -2.49
H: -0.42 7.92 -3.74
H: 1.27 6.08 -1.12
H: -0.42 5.77 -0.72
H: 0.22 7.47 -1.13
H: -0.95 5.66 -6.15
H: -0.10 6.65 -5.37
C: 4.43 -4.47 -1.41
C: 4.53 -3.58 -0.20
C: 5.12 -2.21 -0.51
O: 5.29 -1.49 0.65
C: 5.89 -0.17 0.33
N: 3.20 -3.70 0.49
H: 5.45 -4.69 -1.74
H: 3.82 -4.01 -2.19
H: 3.95 -5.44 -1.26
H: 5.14 -4.15 0.51
H: 4.50 -1.77 -1.30
H: 6.09 -2.36 -0.99
H: 6.95 -0.35 0.51
H: 5.50 0.55 1.05
H: 5.87 0.26 -0.67
H: 2.42 -3.40 -0.08
H: 3.33 -3.07 1.26
C: 0.54 2.35 -1.40
C: 1.00 1.28 -0.44
C: -0.17 0.29 0.05
O: 0.51 -0.58 0.94
C: -0.21 -1.00 2.00
N: 2.08 0.52 -1.20
H: -0.13 3.17 -1.13
H: 0.17 1.73 -2.22
H: 1.43 2.85 -1.77
H: 1.55 1.69 0.41
H: -0.77 -0.13 -0.76
H: -0.85 0.89 0.65
H: 0.30 -1.83 2.47
H: -1.13 -1.45 1.62
H: -0.50 -0.22 2.71
H: 1.98 -0.39 -0.77
H: 1.74 0.40 -2.14
C: 7.81 -3.67 -3.55
C: 7.26 -2.22 -4.00
C: 5.79 -2.32 -4.28
O: 5.29 -1.38 -5.27
C: 4.64 -0.18 -4.83
N: 7.59 -1.06 -3.17
H: 8.89 -3.62 -3.43
H: 7.49 -4.42 -4.28
H: 7.51 -4.01 -2.56
H: 7.76 -2.06 -4.96
H: 5.19 -2.40 -3.38
H: 5.65 -3.28 -4.79
H: 5.19 0.42 -4.11
H: 3.69 -0.53 -4.42
H: 4.39 0.55 -5.60
H: 7.38 -0.26 -3.74
H: 8.57 -0.94 -2.96
C: -2.27 -5.23 -1.04
C: -0.89 -4.80 -1.47
C: -0.64 -3.25 -1.09
O: 0.75 -2.91 -1.24
C: 1.13 -2.67 -2.60
N: 0.06 -5.72 -0.89
H: -2.60 -6.20 -1.42
H: -3.09 -4.60 -1.38
H: -2.39 -5.34 0.03
H: -0.92 -4.87 -2.56
H: -0.84 -3.11 -0.03
H: -1.37 -2.58 -1.55
H: 2.04 -2.08 -2.62
H: 0.46 -1.95 -3.06
H: 1.35 -3.55 -3.19
H: 0.86 -5.42 -1.42
H: 0.20 -5.46 0.08
C: 4.03 3.52 0.96
C: 5.53 3.60 0.54
C: 5.83 4.36 -0.74
O: 5.62 5.76 -0.66
C: 6.78 6.63 -0.71
N: 6.25 4.17 1.64
H: 3.46 3.08 0.15
H: 3.69 4.53 1.17
H: 4.00 2.96 1.90
H: 5.95 2.62 0.32
H: 5.15 3.97 -1.49
H: 6.88 4.21 -1.03
H: 6.40 7.62 -0.92
H: 7.28 6.17 -1.56
H: 7.19 6.78 0.29
H: 6.50 5.14 1.51
H: 5.91 3.91 2.55
C: -0.60 -7.29 10.03
C: -0.72 -6.24 8.86
C: 0.69 -5.96 8.28
O: 0.79 -4.69 7.73
C: 0.35 -4.61 6.42
N: -1.72 -6.83 8.06
H: -1.45 -7.26 10.71
H: 0.25 -7.09 10.69
H: -0.37 -8.31 9.74
H: -1.07 -5.37 9.41
H: 0.87 -6.89 7.74
H: 1.27 -5.99 9.20
H: 1.03 -5.05 5.69
H: 0.44 -3.54 6.25
H: -0.70 -4.85 6.26
H: -2.16 -6.04 7.60
H: -2.53 -7.18 8.55

HOMO	-0.312	hartree
charge	0
gap between HOMO and LUMO	8.854	eV
electronic energy	-4334.3014	hartree
ΔE to the lowest compared entry with this formula, charge and spin	271.18	kcal/mol